[1]
111
Properties=species:S:1:pos:R:3:mulliken_charge:R:1 method="wB97M-V/def2-TZVPD" e_lumo_ev=0.47 molar_mass_g_mol=732.84 homo_ev=-9.06
H -0.2762 8.2105 1.5918 0.258
C 2.4444 -3.4291 -0.2263 -0.808
H 1.4884 2.1576 5.5885 0.435
H -1.2059 -3.1239 4.6342 0.224
H 1.6795 -8.2622 2.5293 0.235
H -0.4232 1.0323 4.0595 0.461
H -1.4851 -9.9343 -4.3936 0.289
C -1.1826 -3.7198 3.7218 -0.223
H -3.0115 6.1419 0.7592 0.343
N -1.1094 7.6086 1.6531 -0.814
N 0.7103 0.2891 0.6201 0.294
O 4.5753 -4.6778 -1.2017 -0.603
O -7.0351 6.1532 -4.7070 -0.326
H 5.2495 0.3411 -1.5683 0.348
O -0.2739 -4.8035 3.9298 -0.356
H 4.4892 -1.2873 -2.0149 0.237
C 0.9593 -7.5331 2.1584 -0.290
O 0.7266 -6.5854 3.1990 -0.357
O -0.7196 -5.5100 1.8218 -0.549
H -4.0528 4.0657 -0.8818 0.247
H 4.7290 0.1839 0.9322 0.372
C -2.9174 2.7864 0.5505 -0.462
H -6.5489 7.9964 -5.4370 0.217
H 3.5886 3.6327 -0.4169 0.317
H -0.5580 4.3583 5.3091 0.223
C -0.1485 -5.6212 2.8761 0.832
O 0.3399 -8.9460 -4.5238 -0.330
H 4.9876 -7.1959 -1.9592 0.315
H 3.2858 1.7753 2.2829 0.202
C -0.4292 3.2380 5.4999 -1.055
H 1.0076 6.8679 0.3482 0.316
C 0.3323 -8.3695 -3.3126 0.714
H -2.6691 3.0863 -1.6577 0.322
H 0.0607 7.5569 -0.8601 0.217
H 0.6047 3.0664 -0.4916 -0.179
C 1.1747 -6.5454 -2.1435 -0.446
H 4.9024 -8.3368 -0.6083 0.230
H 2.7078 0.0630 2.1925 0.538
C -0.1567 3.5625 2.2127 -1.145
O -5.6934 5.1847 -3.1561 -0.528
C 4.9654 -7.2812 -0.8712 -0.749
C 2.7960 1.0211 1.5725 -1.106
H -1.3583 2.6938 5.1110 0.271
C -1.7886 1.6290 0.4254 -0.643
H 1.6272 -7.1610 -1.3656 0.198
N -2.0918 5.7410 0.5631 -0.120
H 3.2563 -2.8650 0.2364 0.375
H -0.3553 -10.5174 -5.6255 0.218
C -1.0723 1.2804 1.8126 -0.512
H 2.1458 4.7190 -0.3384 0.201
H -2.2446 5.7116 -1.5711 0.450
H -0.8420 -3.0848 2.9040 0.067
H -2.7859 3.4011 1.4931 0.291
C -7.3064 3.0812 -3.0965 -0.593
C -0.4345 -10.1407 -4.6060 -0.618
H 1.8108 -5.6766 -2.3084 0.191
H -1.9207 1.3254 2.5549 0.834
H 1.2985 -0.5579 0.6999 0.153
C 1.3836 1.5715 1.0713 0.732
H 1.3832 -7.0439 1.2791 -0.016
H 4.3027 1.6494 -0.0603 0.287
H -0.4466 3.8906 1.1714 -0.415
C 0.8888 2.6647 4.7533 -0.509
H 1.5558 3.4850 4.3539 0.320
C 0.5477 1.5178 3.6976 -1.115
H 2.4333 0.0450 -2.9852 0.226
H 3.9541 0.1850 -3.9711 0.417
H -5.1557 6.9756 -5.0490 0.279
H 1.5093 -3.1499 0.2600 0.254
O -7.5735 4.1947 -3.9475 -0.315
O 2.6330 -4.8319 -0.0369 -0.099
O 3.8118 -6.6319 -0.3386 -0.203
H -2.3800 0.6923 0.1291 0.475
C 3.7575 -5.3155 -0.5890 0.604
H -2.1902 -4.0930 3.5275 0.285
C -6.1536 7.2744 -4.7229 -0.599
O -0.2540 -8.7728 -2.3415 -0.540
H 0.6054 4.2983 2.6030 0.331
C 2.5956 3.7766 0.1311 -0.543
H -0.9780 4.6117 -0.8850 0.192
H -1.1126 3.6177 2.8368 0.289
C -0.4092 -0.1425 1.4769 -0.687
C 1.5770 2.5830 -0.1367 -0.168
O 3.3696 -0.1373 -0.6130 -0.020
H -6.3541 2.6159 -3.3580 0.285
H -0.3999 3.0716 6.6169 0.320
H -3.9240 2.2572 0.6626 0.442
C 3.8534 0.7330 0.4299 -0.665
H -6.1128 7.7466 -3.7396 0.279
H 5.8762 -6.8689 -0.4332 0.307
H 1.3434 0.7198 3.7933 0.307
H 3.5100 1.5882 -2.7734 0.172
N 0.1444 6.7767 -0.2014 -0.472
H 2.3656 -3.1907 -1.2889 0.351
H 1.9660 2.0184 -1.0536 -0.030
F 2.8119 4.0852 1.5074 -0.328
H 0.1881 -6.1955 -1.8340 0.346
C 4.2716 -0.2063 -1.7329 -0.412
C -1.0313 6.7116 0.6899 0.292
C -2.9845 3.6985 -0.7513 -0.819
H -8.1009 2.3509 -3.2474 0.210
C -6.6677 5.1782 -3.8644 0.807
H -0.0454 -10.8998 -3.9249 0.289
O -0.6993 -1.2840 1.8490 -0.723
H 0.0370 -8.0573 1.9009 0.305
C -2.0470 4.9810 -0.7143 -0.428
C 0.3146 2.0405 2.1907 1.888
H -7.3113 3.3869 -2.0486 0.276
H -1.0870 1.8296 -0.4388 0.152
O 1.0912 -7.2673 -3.3733 -0.346
C 3.4903 0.4691 -2.9771 -0.889

=====

[2]
27
Properties=species:S:1:pos:R:3:mulliken_charge:R:1 method="wB97M-V/def2-TZVPD" e_lumo_ev=-1.11 molar_mass_g_mol=266.13 homo_ev=-7.38
H -0.4766 1.7656 1.2078 0.488
F -3.3999 1.8585 -1.8306 -0.217
F -4.1904 -0.1797 0.2401 -0.313
C -0.0283 -2.0359 -0.5395 -0.161
C -1.9032 0.2166 0.8587 -0.524
O -0.9791 -2.1903 -1.2182 -0.450
N 0.6234 0.1231 0.5963 0.147
H -2.3297 0.6882 1.7535 0.453
H 0.5907 -0.3788 1.4990 0.440
C -0.6139 0.9666 0.4683 -1.000
C -2.9014 0.7033 -1.4707 0.202
P 2.0048 1.3459 0.7195 0.050
O 1.9253 2.2998 -0.6659 -0.448
C 0.8399 -0.7708 -0.5686 -0.229
H 2.0007 1.6986 -1.4297 0.341
H -0.6447 1.4643 -0.5025 0.603
O 0.3805 -2.9984 0.3151 -0.436
H 4.2179 0.9618 1.0038 0.278
H 0.6063 -0.2225 -1.4858 0.393
C -2.9863 0.2621 -0.1791 0.383
N 3.4388 0.4896 0.5624 -0.337
F 2.7790 -1.2766 2.1563 -0.849
H -0.3560 -3.2743 0.8784 0.379
F -2.3850 0.0761 -2.4628 -0.160
H 1.8781 -1.1254 -0.6320 0.463
H 3.6062 0.3575 -0.4358 0.236
H -1.6970 -0.8253 1.1623 0.268

=====

[3]
87
Properties=species:S:1:pos:R:3:mulliken_charge:R:1 method="wB97M-V/def2-TZVPD" e_lumo_ev=4.37 molar_mass_g_mol=763.53 homo_ev=-1.59 charge=-2
H -3.6837 1.7072 1.6840 0.503
H 0.1096 2.8070 1.5586 -1.012
O 0.0404 -2.5847 1.6768 -1.139
Sr 1.1841 -0.8267 1.0583 1.944
O 4.0906 2.0833 2.1459 -0.752
H 5.2808 2.5706 -0.1517 0.381
H 0.8951 -4.3737 -3.3774 0.178
H -1.3519 3.8336 1.5267 0.410
C 3.7292 -2.6740 -4.0232 -0.884
H -1.4349 -0.0991 -0.7116 -0.420
N -1.6044 1.7372 1.2247 0.389
H 0.2085 4.0074 -0.4734 0.466
H 2.8054 3.3779 4.0234 0.440
C -0.6827 1.6080 -2.2676 -0.414
C -0.5519 3.2158 -0.4054 -1.179
H -2.7525 -4.4383 -3.2143 0.357
N -0.1136 1.9763 -1.0019 0.946
N 0.2929 -2.4144 -1.6294 0.227
C 3.9039 1.0522 -0.6938 -0.631
C 3.4954 2.4907 -3.0216 -1.001
O 1.9424 1.0536 1.5789 -0.921
N 3.1188 -3.9687 4.0766 -0.780
C 3.5532 -1.6417 -3.1110 -0.665
O 2.3548 3.3766 1.0320 -0.632
H 4.6233 -2.7161 -4.6319 0.354
H -4.9049 -3.3671 4.0613 0.378
C 2.7925 1.3213 -2.8086 0.772
H -1.4530 3.5649 -0.9204 0.431
C -2.9592 -2.6932 3.4417 -0.301
H -0.1398 0.7386 -2.6425 0.024
H 4.0684 0.4810 0.2039 0.901
H 4.9569 3.8561 -2.2547 0.359
H -3.2042 -0.4155 0.6552 -0.039
H 2.8806 -4.4840 -4.7876 0.349
S 2.6707 2.2723 1.9266 0.894
C 4.5959 2.2271 -0.9097 -0.554
H -1.3932 1.1904 2.0429 0.177
H -1.7529 -6.2340 4.3506 0.311
C -2.9808 1.7088 0.8270 -0.917
C -3.4217 -4.8925 4.2613 -0.549
C 3.2281 -3.2782 3.1501 0.494
C 4.4022 2.9454 -2.0766 -0.519
H -1.4057 -5.9213 -0.7868 0.366
C 2.0345 2.7625 3.5777 -1.183
H 2.1001 0.9491 -3.5504 0.578
H 1.1161 3.3191 3.4569 0.303
H 4.3210 -0.8864 -3.0073 0.344
H -2.7569 2.0883 -1.8528 0.272
O 0.1244 -4.5667 3.4475 -0.266
H -4.1197 -5.6313 4.6357 0.349
C 1.3878 -2.5417 -2.3871 0.088
O 2.2920 -0.5464 -1.3773 1.284
C -1.8882 -3.7821 -3.2853 -1.343
C -1.1811 -4.3048 3.6004 0.607
C -0.6829 -2.0725 2.5431 1.110
H -0.6263 2.4099 -3.0349 0.290
C -0.8541 2.9489 1.0801 0.333
H -2.0311 -2.5783 0.4608 -0.796
Si -0.9932 -3.5258 -1.5784 0.122
H -3.1988 2.6065 0.2399 0.358
C -1.6316 -3.0232 3.2521 0.251
H 0.3574 -5.4659 3.7055 0.261
N -2.3397 0.1684 -1.0943 0.425
C -3.2593 0.4397 -0.0198 -0.397
H 0.8884 1.8829 -0.9443 -0.601
C -2.4266 -2.9659 -0.4658 -0.107
H 3.3326 3.0527 -3.9323 0.374
H 1.8771 1.8595 4.1502 0.288
C 2.9880 0.5957 -1.6324 -0.802
C -2.0883 -5.2327 4.1044 -0.723
H -3.2846 -1.6976 3.1786 0.384
C 2.7537 -3.6528 -4.1016 -1.106
H -2.2376 -2.8212 -3.6497 0.300
C -0.5365 -5.2895 -0.9523 -1.174
H 0.1360 -5.8164 -1.6232 0.352
O -0.7233 -0.8656 2.8333 -0.802
C 1.6321 -3.5917 -3.3068 -0.643
S 3.5742 -2.3347 1.8616 -0.424
H -1.2272 -4.1897 -4.0437 0.360
H -3.0087 -2.1922 -0.9472 0.361
H -0.0233 -5.1736 -0.0039 0.235
H -4.2812 0.4874 -0.4282 0.294
C -2.1585 1.2015 -2.0938 -0.850
H -3.0914 -3.7880 -0.2196 0.507
C -3.8600 -3.6215 3.9421 -0.810
C 2.4204 -1.5622 -2.3277 0.365
H -2.5238 0.8183 -3.0607 0.491

=====

[4]
9
Properties=species:S:1:pos:R:3:mulliken_charge:R:1 method="wB97M-V/def2-TZVPD" e_lumo_ev=0.29 molar_mass_g_mol=118.11 homo_ev=-10.70
C -0.1550 1.2844 -0.0806 0.652
O 0.4345 -2.4608 -0.1192 -0.451
H -1.7583 -1.1503 0.9769 0.259
C 0.1662 -1.3239 -0.0496 0.430
O -0.0370 2.4622 -0.2864 -0.476
C -1.2468 -0.7809 -0.0003 -0.234
S 1.1492 0.1403 0.2562 -0.154
O -1.3226 0.6017 -0.0173 -0.307
H -1.8130 -0.9965 -0.9108 0.280